# 1
C29H36N4O5 | ωB97M-V with the def2-TZVPD basis set

```
74
Properties=species:S:1:pos:R:3:forces:R:3
C 2.904278 -5.215167 -0.153735 0.0 0.1 0.0
C 2.898354 -4.113948 0.921231 0.5 0.0 -0.1
C 4.309116 -3.537277 1.072851 -0.2 0.0 -0.1
C 2.423252 -4.687854 2.255789 0.0 0.1 -0.2
C 1.976991 -3.042250 0.367588 -0.1 -0.3 0.3
O 2.361325 -2.185929 -0.395445 0.2 0.0 -0.1
C 0.499299 -3.123365 0.741694 -0.1 0.1 -0.4
N -0.243293 -2.183101 -0.067193 0.0 -0.2 0.6
C -0.451419 -2.568714 -1.357051 -0.2 0.1 -0.4
O -0.378488 -3.731030 -1.702236 0.1 -0.1 -0.1
C -0.659727 -1.426395 -2.352585 -0.1 0.0 -0.4
N 0.408090 -0.465082 -2.117459 0.3 -0.2 -0.2
C 0.295901 0.879001 -1.912610 0.4 -0.1 -0.1
O -0.628307 1.561278 -2.296634 -0.4 0.3 0.0
N 1.402599 1.379827 -1.247933 0.3 -0.3 0.0
C 1.538475 2.632911 -0.662953 0.0 0.4 0.1
C 0.706094 3.710559 -0.964234 -0.1 0.0 -0.1
C 0.890516 4.927155 -0.331302 0.1 0.0 0.0
C 1.896249 5.103162 0.600723 0.2 0.0 0.1
C 2.733303 4.031580 0.903383 -0.3 0.0 -0.3
C 3.815942 4.144656 1.900844 0.5 -0.3 0.4
O 4.514437 3.229534 2.266084 -0.1 0.0 -0.1
O 3.966893 5.385407 2.393348 -0.1 0.5 0.0
C 2.553255 2.806163 0.272894 0.0 0.1 0.0
C -2.092973 -0.909754 -2.227766 0.0 0.2 -0.2
N -2.523770 -0.868542 -0.840729 0.0 -0.1 -0.3
C -3.966358 -0.836923 -0.655044 -0.1 0.1 0.3
C -4.722893 0.364104 -1.244212 0.0 -0.3 -0.1
C -6.225959 0.140282 -1.099487 0.0 0.3 0.2
C -6.600855 -0.051439 0.367070 -0.1 -0.3 -0.2
C -5.835168 -1.228459 0.963972 0.1 0.3 0.1
C -4.330644 -1.016469 0.819125 -0.2 -0.3 -0.2
C -1.658775 -0.209251 0.045985 0.2 -0.1 0.4
C -1.895747 1.049204 0.589542 0.1 0.0 -0.1
C -1.011225 1.628476 1.480627 0.0 0.1 0.1
C 0.141874 0.959830 1.845017 0.0 -0.1 0.1
C 0.403241 -0.291424 1.315141 0.0 0.0 0.1
C -0.482122 -0.883728 0.423061 -0.3 0.2 0.1
H 3.538529 -6.036949 0.170061 0.1 -0.1 0.1
H 1.901446 -5.596189 -0.331403 -0.1 -0.1 -0.1
H 3.290571 -4.824494 -1.091942 0.0 0.0 -0.1
H 4.333375 -2.792990 1.866134 0.1 0.1 0.1
H 4.622356 -3.061621 0.147255 0.1 0.0 0.0
H 5.014305 -4.327424 1.316618 0.1 -0.1 0.1
H 3.156873 -5.405706 2.615962 0.0 -0.1 0.0
H 2.325215 -3.904965 3.004914 0.0 0.1 0.1
H 1.471885 -5.203174 2.157540 -0.1 -0.1 0.0
H 0.131670 -4.127964 0.514589 0.1 0.1 0.2
H 0.349797 -2.914259 1.801346 0.0 0.0 0.0
H -0.531973 -1.848770 -3.359165 -0.1 0.0 0.3
H 1.251056 -0.910670 -1.772761 -0.1 0.1 0.1
H 2.083300 0.702359 -0.930473 -0.2 0.1 0.0
H -0.084525 3.578344 -1.683125 0.0 0.0 0.0
H 0.235828 5.750859 -0.573825 -0.1 0.1 0.0
H 2.038906 6.050635 1.094584 0.0 0.1 0.0
H 4.691010 5.392278 3.038241 -0.1 -0.3 -0.1
H 3.215225 1.991410 0.528924 0.1 -0.1 0.0
H -2.165749 0.070359 -2.716391 0.0 -0.3 0.0
H -2.744249 -1.618143 -2.748667 0.1 0.0 0.0
H -4.326743 -1.729719 -1.190619 0.0 0.1 0.1
H -4.451210 1.284011 -0.727281 0.1 0.1 0.0
H -4.464857 0.484508 -2.297297 0.1 0.1 0.0
H -6.767022 0.993623 -1.513528 0.0 -0.1 -0.1
H -6.517989 -0.746948 -1.666535 -0.1 0.0 -0.1
H -7.675381 -0.223289 0.456919 0.0 0.1 0.1
H -6.359637 0.856675 0.924369 0.0 0.1 0.1
H -6.090363 -1.342492 2.019532 0.0 -0.1 0.0
H -6.124601 -2.147260 0.448748 0.0 -0.1 0.0
H -4.033094 -0.136462 1.390602 0.0 0.0 0.0
H -3.786726 -1.874504 1.219786 0.1 0.0 0.0
H -2.772784 1.597712 0.292036 -0.1 0.0 -0.1
H -1.214000 2.612971 1.873978 0.0 0.1 0.0
H 0.845662 1.410991 2.527280 0.1 0.0 0.1
H 1.315793 -0.797604 1.590581 0.1 -0.1 0.0
```
Forces are in eV/Å.

Values from the calculation:
- energy relative to the best compared isomer or geometry (same formula, charge and spin) (kcal per mole) = 0.00
- E_tot (eV) = -46858.0342
- SMILES = CC(C)(C)C(=O)CN1C(=O)[C@H](NC(=O)Nc2cccc(C(=O)O)c2)CN(C2CCCCC2)c2ccccc21
- Kohn-Sham gap (Eh) = 0.315
- highest occupied orbital energy (Eh) = -0.2948

=====

# 2
C29H36NNiO4Te | ωB97M-V with the def2-TZVPD basis set

```
72
Properties=species:S:1:pos:R:3:forces:R:3
Ni 2.827134 1.558971 1.940540 -0.2 0.9 -0.1
O 4.192397 0.971288 3.396919 1.0 0.5 1.0
H 4.728855 1.721491 3.759551 -0.9 -0.8 -0.2
H 4.801686 0.662927 2.685560 -0.2 0.1 -0.2
C 4.797964 3.116717 -0.730592 2.7 -1.3 0.1
C 4.908432 1.644960 -0.290273 0.3 1.1 2.1
C 6.362089 1.201394 -0.363766 0.0 0.1 -0.8
O 4.486502 1.434697 1.088872 0.1 0.1 -1.7
H 4.867791 3.152671 -1.791116 -0.2 0.0 -1.1
H 5.662416 3.711772 -0.405287 -0.2 -0.2 0.4
H 3.939933 3.578227 -0.425339 -2.5 1.1 0.8
H 4.290471 1.071783 -0.960716 -0.2 -0.6 -0.2
H 7.087871 1.870885 0.168085 -0.9 -0.5 -0.3
H 6.607050 1.195582 -1.440534 0.3 0.0 0.4
H 6.427696 0.178968 -0.000700 0.2 -0.1 0.1
C -2.252646 -6.649624 0.295285 1.9 1.4 2.1
C -1.770021 -5.216236 0.274249 0.6 0.3 -0.7
C -1.863698 -4.427468 1.425391 -0.6 -1.3 -0.4
C -1.293004 -3.207596 1.535154 0.8 1.6 -0.2
C -1.417428 -2.389685 2.789286 -0.2 0.8 0.5
C -0.583054 -2.650188 0.427503 -0.4 0.1 0.2
Te 0.307740 -0.643925 0.544285 -0.3 -0.3 0.0
N 0.926001 1.600033 1.680181 0.5 -0.9 -0.2
C 0.001027 2.500617 1.934782 0.4 2.1 0.8
O 0.347644 3.684122 2.204641 -0.1 -0.8 -0.3
C -1.457793 2.225615 2.001461 -0.7 -0.3 -1.1
C -2.315154 2.757426 1.003235 0.9 0.0 0.3
C -3.687143 2.605049 0.993283 0.1 -0.8 1.4
C -4.234584 1.844101 2.052109 0.6 0.5 0.0
C -3.363374 1.283330 2.996782 -1.9 -0.4 1.8
C -1.999086 1.471011 3.024334 -0.6 0.4 -1.6
C -0.626431 0.254396 -1.180338 1.5 0.2 -0.3
C 0.207426 0.968197 -2.141605 -2.0 -2.0 0.5
C 1.630753 1.033511 -1.843405 1.7 0.3 1.7
C -0.396720 1.405639 -3.312408 0.2 0.2 0.0
C -1.754421 1.152914 -3.542843 -0.2 1.0 0.3
C -2.432040 1.687661 -4.798538 -0.5 -1.4 0.8
C -2.528245 0.560140 -2.543081 -0.6 -0.1 -1.7
C -1.974559 0.061107 -1.362766 -1.8 1.2 0.6
C -2.971854 -0.430751 -0.285111 0.5 -1.0 -2.0
C -0.479083 -3.365303 -0.754638 -0.7 -0.9 0.3
C 0.129963 -2.772012 -1.988228 0.6 -0.4 -0.3
C -1.072001 -4.681138 -0.794090 0.7 0.6 -0.9
H -2.409821 -7.063890 -0.628323 -0.8 -0.8 -2.4
H -3.081983 -6.723934 0.966168 -0.6 -0.4 0.2
H -1.394773 -7.209879 0.695600 -0.4 -0.1 0.2
H -2.433158 -4.854207 2.227579 -0.1 0.0 0.6
H -2.145583 -1.550631 2.627308 0.7 -0.5 0.1
H -0.420765 -1.958626 3.013410 -0.7 0.0 0.1
H -1.776524 -2.917479 3.693196 0.2 -0.1 -0.6
H -1.870996 3.325237 0.208897 0.3 0.2 -0.2
H -4.258129 3.084225 0.209788 -0.2 -0.1 0.1
H -5.302073 1.763808 2.238249 0.1 -0.1 -0.3
H -3.815725 0.765197 3.898036 0.4 0.5 -1.3
H -1.406402 1.017688 3.765208 0.7 -0.4 0.8
H 2.034294 0.099714 -1.368460 -0.5 0.6 -0.6
H 1.749153 1.781367 -1.042223 0.2 -0.1 0.0
H 2.332640 1.328450 -2.600858 -0.1 0.1 -0.8
H 0.169663 1.989883 -4.058389 -0.2 -0.5 0.4
H -2.283285 0.992336 -5.607467 0.4 -0.2 -0.5
H -2.135926 2.662149 -5.114895 0.3 0.7 0.0
H -3.512357 1.649794 -4.656657 0.0 0.4 0.1
H -3.613609 0.476428 -2.833624 1.1 -0.1 0.9
H -4.017711 -0.319801 -0.690571 1.1 -0.4 0.5
H -2.910451 0.106654 0.635851 0.3 0.3 0.5
H -2.654944 -1.482326 -0.128565 -0.9 0.4 0.2
H 0.971297 -2.089726 -1.838095 -0.2 -0.1 0.4
H -0.598352 -2.227116 -2.558278 -0.5 0.4 -0.2
H 0.502437 -3.533354 -2.659198 0.1 -0.5 -0.1
H -0.925178 -5.264473 -1.731566 -0.2 0.4 0.8
O 3.159836 4.737440 3.223599 -0.3 -1.6 -0.6
C 2.981952 3.681785 2.848184 0.0 1.3 0.3
```
Forces are in eV/Å.

Values from the calculation:
- <S²> = 3.770
- energy relative to the best compared isomer or geometry (same formula, charge and spin) (kcal per mole) = 5.36
- E_tot (eV) = -88670.0980
- Kohn-Sham gap (spin up / spin down) (Eh) = 0.283 / 0.239
- highest occupied orbital energy (spin up / spin down) (Eh) = -0.2759 / -0.2798
- spin multiplicity = 4

=====

# 3
C29H36NOS | ωB97M-V with the def2-TZVPD basis set

```
68
Properties=species:S:1:pos:R:3:forces:R:3
C -7.008648 0.344652 -0.454718 0.2 0.3 0.1
N -5.845090 1.044817 0.064667 -1.2 0.5 0.0
C -6.116275 2.410474 0.468683 -0.1 -0.3 0.1
C -4.606605 0.480980 0.161205 1.3 -0.6 -0.3
C -3.519986 1.166669 0.774654 -0.2 -0.5 -0.2
C -2.240869 0.613595 0.761084 -0.5 -0.1 -0.1
C -1.980097 -0.580186 0.067635 0.4 -0.1 0.5
C -0.561572 -1.126772 0.022899 0.4 1.1 1.1
S -0.364245 -2.403241 -1.181139 0.4 -1.1 -1.4
C -0.221033 -3.956014 -0.328993 0.0 -0.5 -0.1
C -1.350270 -4.633571 0.169244 0.5 0.0 -0.2
C -1.256633 -5.981603 0.512235 0.4 0.0 0.0
C -0.028690 -6.653887 0.388486 0.0 0.1 -0.2
C 1.106507 -5.973267 -0.075767 -0.3 0.0 0.0
C 1.012257 -4.627756 -0.433773 -0.7 0.0 0.0
C 0.575477 -0.092476 -0.145648 -0.3 -0.2 -0.3
C 1.872302 -0.602525 -0.007805 -0.2 0.0 0.2
C 2.996981 0.181220 -0.003929 0.1 0.6 -0.1
C 4.414458 -0.435372 0.058438 -0.6 0.3 0.1
C 5.215833 -0.001511 -1.177005 0.0 0.1 0.0
C 4.362665 -1.969127 0.094408 0.0 -0.1 0.0
C 5.122303 0.043252 1.332229 0.0 0.1 0.1
C 2.828764 1.639978 -0.056007 -0.4 -0.3 0.1
O 3.820130 2.408982 0.038913 0.6 0.4 -0.1
C 1.475452 2.170319 -0.215029 0.4 -0.1 -0.1
C 1.249443 3.708056 -0.183174 0.2 -0.7 -0.3
C 1.836030 4.293224 1.107635 0.1 -0.1 0.1
C -0.241105 4.061647 -0.233607 -0.1 0.1 0.0
C 1.953850 4.366104 -1.374788 0.1 0.1 -0.1
C 0.422704 1.283491 -0.381604 0.0 -0.4 0.4
C -3.047489 -1.311685 -0.439290 -0.6 0.3 0.1
C -4.344568 -0.802390 -0.390746 0.2 0.5 0.3
H -6.868941 -0.737845 -0.443343 -0.1 0.3 0.1
H -7.880960 0.601350 0.161375 0.1 -0.2 -0.1
H -7.237768 0.663462 -1.484652 0.1 -0.1 0.1
H -5.230029 3.042627 0.368297 -0.2 -0.1 -0.1
H -6.916134 2.812027 -0.170686 0.3 0.0 0.1
H -6.471261 2.454728 1.514602 0.1 0.1 -0.2
H -3.677879 2.129596 1.254463 0.1 -0.3 0.0
H -1.434889 1.121252 1.302865 -0.3 -0.2 -0.4
H -0.358593 -1.628020 0.981776 -0.1 0.1 -0.1
H -2.298837 -4.099373 0.197307 0.2 -0.2 0.1
H -2.151796 -6.520809 0.826983 0.3 0.1 0.0
H 0.030057 -7.728636 0.594151 0.0 0.5 0.0
H 2.057476 -6.493494 -0.216043 -0.3 0.1 0.1
H 1.843566 -4.087405 -0.881470 0.0 -0.2 0.2
H 1.976536 -1.682578 0.081863 -0.1 0.1 0.0
H 5.351449 1.085480 -1.174295 -0.1 -0.2 0.0
H 6.195758 -0.491338 -1.168809 0.0 0.0 -0.1
H 4.686393 -0.283079 -2.097267 0.1 0.0 0.2
H 3.821342 -2.335273 0.979331 0.1 0.1 -0.2
H 3.890961 -2.384152 -0.809174 0.1 0.1 0.2
H 5.384474 -2.367096 0.147130 -0.1 0.1 0.0
H 4.534958 -0.240808 2.215697 0.1 0.0 -0.1
H 6.114744 -0.415202 1.402910 0.0 0.0 0.1
H 5.222096 1.132623 1.314350 0.0 -0.2 0.0
H 2.908664 4.088913 1.155761 -0.2 0.0 0.0
H 1.680988 5.378258 1.129769 -0.1 0.0 0.0
H 1.350087 3.848932 1.984133 0.0 0.1 -0.1
H -0.693539 3.774605 -1.194258 0.0 0.0 0.2
H -0.797556 3.579104 0.583769 0.1 0.1 -0.2
H -0.359017 5.148547 -0.120056 0.0 -0.2 -0.1
H 1.552824 3.993004 -2.324318 0.0 0.0 0.1
H 1.800121 5.451282 -1.328648 0.0 0.0 -0.1
H 3.027118 4.154578 -1.338850 -0.2 0.0 0.0
H -0.545544 1.670550 -0.681113 0.0 -0.1 0.3
H -2.899193 -2.308610 -0.874080 0.0 0.7 0.1
H -5.139658 -1.393267 -0.828830 0.1 0.1 0.0
```
Forces are in eV/Å.

Values from the calculation:
- E_tot (eV) = -45031.2233
- SMILES = CN(C)c1ccc([C@@H](Sc2ccccc2)c2cc(C(C)(C)C)c([O-])c(C(C)(C)C)c2)cc1
- Kohn-Sham gap (Eh) = 0.194
- highest occupied orbital energy (Eh) = -0.1059
- total charge = -1